1.
The following is a DFT calculation (the ωB97M-V functional and the def2-TZVPD basis) of a 2-piece molecular cluster, CHINOS overall.

Geometry as XYZ:
```
6
CHINOS | the Open Molecules 2025 dataset | the ωB97M-V functional and the def2-TZVPD basis
C -0.613 -0.882 -0.767
N 1.269 1.027 0.600
O -0.793 -0.234 -1.723
S -0.675 -2.193 0.156
I -0.389 2.136 0.512
H 1.202 0.147 1.222
```

Computed properties:
- frontier orbital gap (alpha / beta) (eV) = 5.31 / 5.32
- charge = -1
- E_HOMO (alpha / beta) (eV) = -2.245 / -2.246
- spin multiplicity = 1
- energy relative to the best compared isomer or geometry (same formula, charge and spin) (kJ/mol) = 240.2

Results of the Löwdin charge analysis, in e, for atoms 1 through 5: atom 1 (C): -0.94, atom 2 (N): -0.82, atom 3 (O): -0.02, atom 4 (S): 0.61, atom 5 (I): 0.33

=====

2.
The following is a DFT calculation (the ωB97M-V functional and the def2-TZVPD basis) of a 2-piece molecular cluster, C5H13NO overall.

Geometry as XYZ:
```
20
C5H13NO | the Open Molecules 2025 dataset | the ωB97M-V functional and the def2-TZVPD basis
C -1.178 0.437 1.989
C -0.588 0.040 0.674
C -0.674 1.077 -0.499
C -0.155 0.708 -1.856
C 0.927 -0.054 -2.121
N -1.137 -1.258 0.064
H -1.268 -0.346 2.727
H -0.363 0.931 2.514
H -2.012 1.119 2.086
H 0.540 -0.152 0.758
H 0.111 1.976 -0.196
H -1.802 1.367 -0.631
H -0.582 1.259 -2.845
H 1.131 -0.396 -3.144
H 1.620 -0.344 -1.284
H -1.515 -2.171 0.473
H -0.934 -1.411 -0.840
H 1.992 -1.004 0.309
H 3.261 -0.568 0.849
O 2.627 -1.209 0.974
```

Computed properties:
- SMILES string = C=CC[C@@H](C)N.O
- frontier orbital gap (eV) = 9.43
- E_HOMO (eV) = -8.536
- spin multiplicity = 1
- energy relative to the best compared isomer or geometry (same formula, charge and spin) (kJ/mol) = 336.8

Results of the Löwdin charge analysis, in e, for atoms 1 through 5: atom 1 (C): -0.07, atom 2 (C): -0.42, atom 3 (C): -0.20, atom 4 (C): -0.23, atom 5 (C): -0.02

=====

3.
The following is a DFT calculation (the ωB97M-V functional and the def2-TZVPD basis) of one molecule with the formula C5H8O2.

Geometry as XYZ:
```
15
C5H8O2 | the Open Molecules 2025 dataset | the ωB97M-V functional and the def2-TZVPD basis
C 1.147 -0.482 -0.939
C -0.841 1.300 -0.267
C 0.896 0.055 1.217
C -0.564 0.114 0.741
C -0.573 -1.151 -0.013
O 1.758 0.113 0.156
O 1.257 -0.186 2.324
H 1.558 -1.460 -1.175
H 1.184 0.145 -1.826
H -1.202 0.173 1.622
H -1.928 1.369 -0.288
H -0.435 2.255 0.059
H -0.543 1.124 -1.295
H -0.553 -2.053 0.587
H -1.162 -1.316 -0.906
```

Computed properties:
- frontier orbital gap (eV) = 10.90
- E_HOMO (eV) = -9.943
- spin multiplicity = 1
- energy relative to the best compared isomer or geometry (same formula, charge and spin) (kJ/mol) = 241.7

Results of the Löwdin charge analysis, in e, for atoms 1 through 5: atom 1 (C): -0.06, atom 2 (C): -0.04, atom 3 (C): -0.47, atom 4 (C): -0.31, atom 5 (C): 0.01

=====

4.
The following is a DFT calculation (the ωB97M-V functional and the def2-TZVPD basis) of one molecule with the formula C4H5NO.

Geometry as XYZ:
```
11
C4H5NO | the Open Molecules 2025 dataset | the ωB97M-V functional and the def2-TZVPD basis
C 0.638 -1.098 1.094
C 0.181 -0.074 0.122
C -0.916 -0.136 -0.710
C -0.961 1.264 -1.133
N 0.012 1.977 -0.660
O 0.789 1.110 0.110
H 0.295 -0.731 2.068
H 0.152 -2.063 0.922
H 1.720 -1.207 1.113
H -0.179 -0.847 -1.245
H -1.730 1.806 -1.682
```

Computed properties:
- SMILES string = Cc1ccno1
- frontier orbital gap (eV) = 10.21
- E_HOMO (eV) = -9.309
- spin multiplicity = 1
- energy relative to the best compared isomer or geometry (same formula, charge and spin) (kJ/mol) = 361.4

Results of the Löwdin charge analysis, in e, for atoms 1 through 5: atom 1 (C): 0.00, atom 2 (C): -0.42, atom 3 (C): -0.06, atom 4 (C): -0.15, atom 5 (N): 0.08

=====

no.,maximum force (Eh/bohr)
1,0.0521
2,0.0918
3,0.0644
4,0.0447